DFT (ωB97M-V/def2-TZVPD) results for an isolated molecule of C6H10.

Geometry as ORCA input:
```
! wB97M-V def2-TZVPD RIJCOSX def2/J DEFGRID3
* xyz 0 1
C -0.4164 -1.5623 1.2270
C 0.5552 -0.6981 0.4289
C -0.0673 0.6047 -0.0877
C 0.9557 1.5316 -0.7482
C -2.3283 0.8608 -0.8099
C -1.1936 0.2761 -1.0684
H -0.7698 -1.0289 2.1171
H -1.2970 -1.8259 0.6315
H 0.0629 -2.4889 1.5583
H 1.4223 -0.4403 1.0501
H 0.9467 -1.2640 -0.4288
H -0.5039 1.1395 0.7699
H 1.3752 1.0829 -1.6562
H 0.4892 2.4817 -1.0262
H 1.7823 1.7389 -0.0584
H -1.0134 -0.4077 -1.8988
*
```

Summary:
gap between HOMO and LUMO = 0.36792 hartree
max |F| = 0.81 eV/A
HOMO energy = -10.1 eV

Atomic partial charges in e from the Löwdin method, atoms 1 to 6: number 1, C, carries -0.11; number 2, C, carries -0.25; number 3, C, carries -0.43; number 4, C, carries -0.08; number 5, C, carries 0.20; number 6, C, carries -0.27


DFT (ωB97M-V/def2-TZVPD) results for an isolated molecule of C6H10.

Geometry as ORCA input:
```
! wB97M-V def2-TZVPD RIJCOSX def2/J DEFGRID3
* xyz 0 1
C -0.9660 0.9160 1.2628
C -0.8115 0.7925 -0.2331
C 0.4785 0.6274 -0.9691
C 1.4881 -0.1412 -0.1137
C 0.5286 -1.3538 -0.1043
C -0.5798 -0.5588 -0.7752
H -0.7916 1.9269 1.6336
H -0.3193 0.2219 1.8101
H -1.9983 0.6266 1.4937
H -1.5243 1.3929 -0.7920
H 0.4290 0.4257 -2.0237
H 2.4595 -0.3031 -0.5865
H 1.6798 0.2963 0.8745
H 0.2506 -1.8035 0.8480
H 0.9226 -2.1223 -0.7765
H -1.2459 -0.9435 -1.5486
*
```

Summary:
gap between HOMO and LUMO = 0.34704 hartree
max |F| = 2.20 eV/A
HOMO energy = -8.3 eV
SMILES = C[C@H]1[C@H]2CC[C@@H]12

Atomic partial charges in e from the Löwdin method, atoms 1 to 6: number 1, C, carries -0.06; number 2, C, carries -0.31; number 3, C, carries -0.14; number 4, C, carries -0.15; number 5, C, carries -0.16; number 6, C, carries -0.21


DFT (ωB97M-V/def2-TZVPD) results for an isolated molecule of C6H10.

Geometry as ORCA input:
```
! wB97M-V def2-TZVPD RIJCOSX def2/J DEFGRID3
* xyz 0 1
C -0.1356 0.9816 0.5436
C 0.6852 -0.1099 1.2468
C 1.4858 -0.3621 -0.0454
C 0.1545 -0.8757 -1.2854
C -1.1234 -0.4882 -1.1173
C -1.4509 0.4793 0.0230
H 0.4952 0.8937 -0.4223
H -0.0476 2.0097 0.8880
H 0.1107 -0.9980 1.5251
H 1.2379 0.2237 2.1435
H 2.1319 -1.1987 -0.1965
H 2.1775 0.5403 -0.0401
H 0.5021 -1.5770 -2.0621
H -2.0305 -0.7864 -1.6754
H -2.0478 -0.0960 0.7442
H -2.0676 1.3130 -0.3278
*
```

Summary:
gap between HOMO and LUMO = 0.38906 hartree
max |F| = 3.47 eV/A
HOMO energy = -9.4 eV
SMILES = C1=CCCCC1

Atomic partial charges in e from the Löwdin method, atoms 1 to 6: number 1, C, carries -0.26; number 2, C, carries -0.20; number 3, C, carries -0.16; number 4, C, carries 0.01; number 5, C, carries -0.14; number 6, C, carries -0.22


DFT (ωB97M-V/def2-TZVPD) results for a cluster of 2 separate species, C6H10 in total.

Geometry as ORCA input:
```
! wB97M-V def2-TZVPD RIJCOSX def2/J DEFGRID3
* xyz 0 1
C 2.2616 0.0490 -0.0468
C 0.7787 0.0747 0.1113
C -0.0056 1.1683 0.3093
C -1.3909 0.8522 0.5766
C -1.4410 -0.6457 0.4468
C -0.0467 -1.1738 0.0950
H 2.5523 -0.4558 -0.9788
H 2.6853 1.0580 -0.0470
H 2.7282 -0.5165 0.7739
H 0.3888 2.1834 0.3139
H -2.3992 1.5110 -0.9477
H -2.4364 1.4510 -1.6999
H -1.7732 -1.0254 1.4255
H -2.2215 -0.9628 -0.2612
H 0.0063 -1.6542 -0.8947
H 0.3134 -1.9134 0.8238
*
```

Summary:
gap between HOMO and LUMO = 0.28700 hartree
max |F| = 0.50 eV/A
HOMO energy = -7.9 eV

Atomic partial charges in e from the Löwdin method, atoms 1 to 6: number 1, C, carries -0.04; number 2, C, carries -0.26; number 3, C, carries -0.12; number 4, C, carries -0.05; number 5, C, carries -0.26; number 6, C, carries -0.16


DFT (ωB97M-V/def2-TZVPD) results for a structure of composition C6H10.

Geometry as ORCA input:
```
! wB97M-V def2-TZVPD RIJCOSX def2/J DEFGRID3
* xyz 0 1
C 1.6788 0.1269 -0.6711
C 1.9390 0.2412 0.8251
C 0.3378 0.6778 -0.3396
C -0.6605 -0.3816 -0.1229
C -1.9540 -0.0293 0.5910
C -1.9651 -0.1245 -0.8901
H 1.7228 -0.9063 -1.0302
H 2.3205 0.7791 -1.2719
H 1.7570 -0.6448 1.4191
H 2.8722 0.7033 1.0938
H 1.1948 1.0572 1.1116
H -0.3753 -1.4418 -0.0894
H -2.4262 -0.8205 1.1684
H -2.0003 0.9637 1.0301
H -2.4188 -0.9958 -1.3594
H -2.0227 0.7955 -1.4647
*
```

Summary:
gap between HOMO and LUMO = 0.33607 hartree
max |F| = 1.28 eV/A
HOMO energy = -8.1 eV

Atomic partial charges in e from the Löwdin method, atoms 1 to 6: number 1, C, carries -0.27; number 2, C, carries -0.12; number 3, C, carries -0.02; number 4, C, carries -0.35; number 5, C, carries -0.13; number 6, C, carries -0.11


DFT (ωB97M-V/def2-TZVPD) results for an isolated molecule of C6H10.

Geometry as ORCA input:
```
! wB97M-V def2-TZVPD RIJCOSX def2/J DEFGRID3
* xyz 0 1
C 2.0276 0.1166 -0.0828
C -0.3645 -0.0869 -0.0191
C 0.6885 0.0852 -1.0068
C -1.8188 0.0624 0.0106
C -1.1692 -1.2664 0.3069
C -0.9313 0.9121 0.8876
H 2.1869 1.1638 0.2128
H 2.8665 -0.2365 -0.6699
H 2.1187 -0.4233 0.9026
H 0.5317 1.0527 -1.5310
H 0.5282 -0.6958 -1.7898
H -2.6664 0.3224 -0.6083
H -1.2113 -1.6584 1.3196
H -1.1400 -2.0241 -0.4809
H -0.6992 1.9395 0.5898
H -0.9473 0.7369 1.9588
*
```

Summary:
gap between HOMO and LUMO = 0.36527 hartree
max |F| = 1.60 eV/A
HOMO energy = -8.8 eV
SMILES = CC[C@]12C[C@H]1C2

Atomic partial charges in e from the Löwdin method, atoms 1 to 6: number 1, C, carries -0.07; number 2, C, carries -0.50; number 3, C, carries -0.15; number 4, C, carries -0.14; number 5, C, carries -0.05; number 6, C, carries -0.06


DFT (ωB97M-V/def2-TZVPD) results for an isolated molecule of C6H10.

Geometry as ORCA input:
```
! wB97M-V def2-TZVPD RIJCOSX def2/J DEFGRID3
* xyz 0 1
C -0.1395 -1.7250 -1.0631
C -0.9195 -0.4648 -0.6859
C -0.2002 0.5276 0.1886
C -0.7814 1.8985 0.3951
C 0.7897 0.1466 0.9443
C 2.0188 -0.0531 1.3123
H 0.7132 -1.5076 -1.7170
H 0.2501 -2.2390 -0.1781
H -0.8003 -2.4188 -1.5928
H -1.2713 0.0435 -1.5923
H -1.8130 -0.7469 -0.1178
H 2.6009 0.2961 0.4685
H -1.6575 1.7934 1.0408
H -0.0667 2.5631 0.8925
H -1.0980 2.3609 -0.5458
H 2.3746 -0.4746 2.2507
*
```

Summary:
gap between HOMO and LUMO = 0.36474 hartree
max |F| = 1.38 eV/A
HOMO energy = -8.9 eV
SMILES = C=C=C(C)CC

Atomic partial charges in e from the Löwdin method, atoms 1 to 6: number 1, C, carries -0.11; number 2, C, carries -0.23; number 3, C, carries -0.33; number 4, C, carries -0.06; number 5, C, carries -0.10; number 6, C, carries 0.01


DFT (ωB97M-V/def2-TZVPD) results for an isolated molecule of C6H10.

Geometry as ORCA input:
```
! wB97M-V def2-TZVPD RIJCOSX def2/J DEFGRID3
* xyz 0 1
C 1.1173 0.4921 1.1355
C 1.5120 -0.7135 -1.1120
C 0.1345 -0.2640 -1.1980
C -1.1195 -0.8945 -0.5477
C -1.3044 0.3821 0.2982
C 0.1499 0.8060 -0.0005
H 0.9135 -0.4548 1.6367
H 1.0695 1.2651 1.8907
H 2.1491 0.4785 0.7637
H 1.5403 -1.5889 -0.4300
H -0.0951 0.2685 -2.1250
H -1.9380 -1.1525 -1.2254
H -0.8636 -1.7754 0.0509
H -1.5396 0.2520 1.3603
H -2.0310 1.0691 -0.1464
H 0.3052 1.8301 -0.3510
*
```

Summary:
gap between HOMO and LUMO = 0.31270 hartree
max |F| = 0.58 eV/A
HOMO energy = -8.3 eV

Atomic partial charges in e from the Löwdin method, atoms 1 to 6: number 1, C, carries -0.10; number 2, C, carries 0.15; number 3, C, carries -0.39; number 4, C, carries -0.14; number 5, C, carries -0.15; number 6, C, carries -0.30


> What is the formula in the seventh record?

C6H10


> Number 1 is which compound?

C6H10